No. 1
A cluster of 14 separate species, C18H48F22N12O29P2S10 in total, computed with ωB97M-V with the def2-TZVPD basis set.

Computed properties:
- HOMO level: -3.9 eV
- Kohn-Sham gap: 3.9 eV
- DFT total energy: -10414.946300 a.u.
- LUMO: -0.0004 hartree

Structure (ORCA input):
```
! wB97M-V def2-TZVPD RIJCOSX def2/J DEFGRID3
* xyz -2 1
C -0.30 1.99 1.61
C 0.14 0.63 1.05
O 1.24 0.37 0.67
N -0.94 -0.43 0.86
H -1.44 -0.78 1.66
H -1.63 0.21 0.50
C -0.53 -1.64 0.04
H -0.08 2.89 1.03
H 0.27 2.17 2.52
H -1.36 2.00 1.87
H -0.03 -1.38 -0.89
H -1.46 -1.99 -0.40
H 0.17 -2.24 0.62
C 6.37 -8.44 -0.22
C 5.30 -7.63 -0.86
O 5.59 -6.73 -1.70
N 3.84 -8.18 -0.65
H 3.43 -8.34 -1.56
H 3.91 -9.12 -0.31
C 3.03 -7.26 0.35
H 6.11 -9.09 0.61
H 7.11 -7.81 0.27
H 6.78 -9.14 -0.95
H 2.01 -7.65 0.34
H 3.12 -6.32 -0.18
H 3.54 -7.20 1.31
C -7.92 -3.78 5.69
C -7.68 -3.38 4.27
O -8.50 -2.68 3.59
N -6.36 -3.92 3.59
H -6.41 -3.46 2.69
H -5.52 -3.53 3.99
C -6.38 -5.43 3.55
H -7.00 -4.29 5.97
H -8.77 -4.46 5.70
H -8.11 -2.88 6.28
H -7.41 -5.71 3.32
H -6.07 -5.71 4.56
H -5.67 -5.90 2.88
C 6.56 4.58 7.76
C 6.46 3.93 6.34
O 6.70 4.63 5.36
N 6.19 2.38 6.25
H 6.40 1.96 5.36
H 6.74 1.97 6.99
C 4.71 1.96 6.47
H 5.54 4.74 8.13
H 6.80 5.65 7.81
H 7.08 4.03 8.55
H 4.13 2.42 7.27
H 4.58 0.91 6.74
H 4.15 2.01 5.54
C -6.29 6.44 0.43
C -5.64 6.06 -0.82
O -6.21 5.97 -1.91
N -4.09 5.93 -0.77
H -3.85 6.22 0.17
H -3.93 4.94 -0.87
C -3.27 6.61 -1.88
H -5.62 6.57 1.28
H -7.23 5.88 0.52
H -6.72 7.42 0.24
H -2.23 6.62 -1.55
H -3.77 7.58 -1.87
H -3.29 6.17 -2.88
C -0.14 -1.74 -7.78
C -1.03 -1.37 -8.93
O -2.10 -1.94 -9.18
N -0.75 -0.08 -9.67
H -1.39 0.66 -9.40
H 0.14 0.16 -9.25
C -0.58 -0.16 -11.18
H -0.46 -2.53 -7.10
H -0.02 -0.89 -7.12
H 0.72 -2.23 -8.25
H 0.20 -0.85 -11.50
H -0.36 0.84 -11.55
H -1.49 -0.53 -11.65
P -5.96 -6.40 -2.65
F -5.58 -5.34 -3.76
F -5.18 -7.51 -3.50
F -4.51 -6.25 -2.01
F -6.44 -7.50 -1.55
F -6.68 -5.29 -1.69
F -7.26 -6.72 -3.51
P 7.09 -1.85 1.39
F 6.47 -1.37 2.74
F 8.37 -0.82 1.59
F 7.92 -3.11 2.08
F 7.66 -2.28 -0.11
F 5.72 -2.75 1.28
F 6.36 -0.67 0.61
N -2.27 -2.02 4.99
S -1.23 -2.98 5.85
O -0.84 -2.69 7.25
O -0.25 -3.60 4.97
F -2.36 -4.14 5.98
S -2.34 -0.91 5.95
O -1.13 -0.09 6.07
O -3.18 -1.12 7.10
F -3.35 -0.04 5.07
N 4.79 9.60 2.53
S 3.69 8.42 3.26
O 3.21 8.54 4.60
O 3.84 7.01 2.82
F 2.43 8.83 2.31
S 4.68 10.58 3.67
O 5.54 10.21 4.82
O 3.47 11.35 3.99
F 5.64 11.65 3.07
N 1.65 -8.59 -4.72
S 0.43 -7.70 -4.68
O -0.42 -7.70 -5.91
O 0.59 -6.55 -3.84
F -0.47 -8.75 -3.78
S 2.33 -7.82 -6.06
O 2.30 -6.33 -6.14
O 2.04 -8.55 -7.30
F 3.79 -8.18 -5.79
N -4.22 1.50 -1.52
S -5.48 0.75 -1.26
O -5.20 -0.53 -0.64
O -6.69 1.01 -2.08
F -5.93 1.60 0.06
S -4.12 1.32 -3.18
O -4.96 2.04 -4.05
O -3.60 0.05 -3.61
F -2.79 2.29 -3.31
N 5.20 6.82 -3.38
S 5.85 6.89 -4.80
O 5.16 7.51 -5.93
O 6.78 5.81 -5.06
F 6.78 8.15 -4.40
S 3.79 5.88 -3.78
O 4.02 4.48 -4.21
O 2.70 6.54 -4.32
F 3.36 5.76 -2.29
N -2.55 8.73 2.71
O -2.27 7.53 2.74
O -3.08 9.20 1.78
O -2.39 9.42 3.76
*
```

***

No. 2
A structure of composition C18H48F6O14S2Sn, computed with ωB97M-V with the def2-TZVPD basis set.

Computed properties:
- HOMO level (alpha / beta): -5.0 / -6.0 eV
- Kohn-Sham gap (alpha / beta): 5.8 / 6.9 eV
- DFT total energy: -3377.735137 a.u.
- LUMO (alpha / beta): 0.0291 / 0.0331 hartree

Structure (ORCA input):
```
! wB97M-V def2-TZVPD RIJCOSX def2/J DEFGRID3
* xyz -1 2
Sn -0.43 2.17 3.72
C -3.89 4.83 0.24
F -3.82 5.50 1.40
F -5.10 5.06 -0.32
F -2.89 5.32 -0.48
S -3.64 2.93 0.67
O -2.96 2.32 -0.45
O -2.88 2.86 1.92
O -5.01 2.42 0.89
C 1.04 -1.45 0.45
F 2.35 -1.39 0.53
F 0.66 -2.40 -0.41
F 0.51 -1.79 1.61
S 0.28 0.28 -0.10
O 0.31 1.17 1.07
O 1.12 0.79 -1.20
O -1.06 0.06 -0.56
C -3.72 -1.67 2.14
C -3.36 -0.29 2.70
O -2.15 0.07 2.17
H -4.67 -2.01 2.54
H -2.98 -2.45 2.32
H -4.05 -1.65 1.10
H -3.24 -0.32 3.78
H -4.13 0.47 2.52
H -2.15 0.25 1.23
C 0.69 -2.43 -4.15
C -0.26 -1.18 -4.35
O -0.25 -0.34 -3.26
H 1.71 -2.10 -4.36
H 0.48 -3.24 -4.85
H 0.72 -2.76 -3.11
H -1.28 -1.48 -4.56
H -0.02 -0.50 -5.17
H 0.58 0.14 -3.14
C 0.30 -5.37 1.96
C -1.17 -5.22 2.45
O -1.95 -6.28 1.87
H 0.69 -6.26 2.46
H 0.85 -4.46 2.18
H 0.33 -5.52 0.88
H -1.77 -4.37 2.13
H -1.21 -5.19 3.53
H -1.50 -7.12 1.99
C 0.28 4.82 -2.83
C -0.93 4.00 -2.20
O -0.68 2.61 -2.42
H 1.27 4.68 -2.40
H -0.04 5.83 -2.61
H 0.36 4.52 -3.88
H -1.89 4.29 -2.64
H -0.86 4.23 -1.14
H 0.05 2.38 -1.84
C -2.20 -3.23 -1.46
C -3.75 -3.26 -1.31
O -4.34 -1.95 -1.51
H -1.80 -2.60 -2.25
H -1.87 -4.26 -1.63
H -1.67 -2.93 -0.55
H -4.00 -3.46 -0.27
H -4.28 -3.89 -2.02
H -5.30 -2.00 -1.57
C 4.16 -0.09 -2.24
C 4.32 1.18 -1.34
O 3.38 2.15 -1.68
H 4.93 -0.85 -2.11
H 4.03 0.35 -3.23
H 3.25 -0.66 -2.03
H 5.28 1.62 -1.59
H 4.28 0.87 -0.30
H 2.52 1.82 -1.40
C 2.57 5.22 0.76
C 1.27 4.58 1.22
O 1.13 4.67 2.58
H 2.67 5.23 -0.33
H 3.48 4.84 1.21
H 2.55 6.26 1.09
H 1.18 3.55 0.87
H 0.41 5.07 0.76
H 1.60 5.42 2.95
C 3.89 -2.86 2.71
C 4.58 -1.44 2.86
O 3.92 -0.83 3.95
H 4.07 -3.34 1.75
H 2.81 -2.82 2.62
H 4.08 -3.58 3.50
H 4.41 -0.79 2.00
H 5.60 -1.68 3.16
H 4.21 -1.07 4.83
*
```

***

No. 3
A cluster of 7 separate species, C18H48F6O18PS6 in total, computed with ωB97M-V with the def2-TZVPD basis set.

Computed properties:
- HOMO level: -8.8 eV
- Energy above the lowest of the compared OMol25 structures with the same formula, charge and spin: 81.4 kcal/mol
- Kohn-Sham gap: 10.5 eV
- DFT total energy: -5398.735479 a.u.
- LUMO: 0.0645 hartree

Structure (ORCA input):
```
! wB97M-V def2-TZVPD RIJCOSX def2/J DEFGRID3
* xyz -1 1
P 0.08 0.91 -1.11
F -0.28 2.34 -1.79
F -0.77 1.06 0.31
F -1.16 0.31 -1.90
F 0.53 -0.55 -0.60
F 0.98 0.55 -2.32
F 1.38 1.58 -0.39
O -5.92 -1.05 -1.28
S -5.12 -0.52 -0.21
O -5.11 0.88 0.14
O -5.30 -1.44 1.16
C -6.48 -1.25 1.96
C -6.89 -2.55 2.67
C -3.48 -1.22 -0.55
H -7.38 -1.24 1.34
H -6.36 -0.44 2.68
H -6.05 -3.08 3.12
H -7.26 -3.32 2.00
H -7.64 -2.37 3.44
H -3.50 -2.25 -0.18
H -2.64 -0.69 -0.10
H -3.35 -0.98 -1.60
O -3.65 6.11 1.91
S -2.58 5.11 2.21
O -1.47 5.60 3.04
O -3.21 3.69 2.79
C -4.65 3.52 2.56
C -5.29 2.65 3.61
C -1.81 4.43 0.65
H -4.94 2.98 1.65
H -5.10 4.51 2.57
H -4.71 1.76 3.85
H -6.36 2.49 3.54
H -5.34 3.19 4.56
H -1.01 3.75 0.92
H -1.39 5.33 0.19
H -2.63 3.86 0.20
O 4.09 4.83 -4.97
S 2.77 4.18 -4.80
O 1.61 5.10 -4.76
O 2.58 2.95 -5.88
C 1.25 2.49 -5.99
C 1.17 1.55 -7.26
C 2.89 3.19 -3.19
H 0.52 3.29 -6.08
H 1.06 1.93 -5.08
H 0.20 1.06 -7.34
H 1.91 0.76 -7.22
H 1.14 2.11 -8.19
H 3.21 2.15 -3.28
H 1.92 3.01 -2.74
H 3.55 3.63 -2.44
O -1.30 -4.99 0.80
S -1.79 -4.53 2.09
O -1.25 -5.09 3.30
O -1.53 -2.94 2.16
C -1.53 -2.30 3.52
C -1.66 -0.82 3.29
C -3.61 -4.46 2.04
H -0.51 -2.48 3.85
H -2.16 -2.67 4.33
H -0.96 -0.26 3.90
H -2.65 -0.38 3.36
H -1.40 -0.47 2.29
H -3.99 -3.97 2.94
H -3.88 -5.52 2.03
H -4.00 -4.00 1.13
O 6.45 1.96 2.70
S 5.33 1.34 1.88
O 5.60 0.20 0.98
O 4.07 1.00 2.81
C 2.87 0.27 2.24
C 2.21 -0.44 3.43
C 4.58 2.68 0.76
H 3.12 -0.41 1.42
H 2.14 0.91 1.75
H 1.37 -1.06 3.10
H 1.83 0.27 4.17
H 2.94 -1.12 3.86
H 5.40 3.15 0.21
H 3.91 3.17 1.48
H 4.01 2.19 -0.03
O 3.61 -4.39 -1.47
S 4.51 -3.29 -1.35
O 5.18 -2.92 -0.09
O 5.68 -3.35 -2.51
C 6.10 -4.69 -2.92
C 7.66 -4.91 -2.70
C 3.68 -1.77 -2.00
H 5.64 -4.98 -3.86
H 5.72 -5.55 -2.37
H 8.14 -4.56 -3.61
H 7.89 -5.96 -2.55
H 7.98 -4.34 -1.83
H 3.36 -2.08 -2.99
H 4.36 -0.92 -2.04
H 2.88 -1.39 -1.37
*
```

***

No. 4
A cluster of 5 separate species, C18H48N2O10 in total, computed with ωB97M-V with the def2-TZVPD basis set.

Computed properties:
- SMILES: COCCNCCOC.COCCNCCOC.OCCO.OCCO.OCCO
- HOMO level: -9.1 eV
- Energy above the lowest of the compared OMol25 structures with the same formula, charge and spin: 150.5 kcal/mol
- Kohn-Sham gap: 9.6 eV
- DFT total energy: -1576.286780 a.u.
- LUMO: 0.0174 hartree

Structure (ORCA input):
```
! wB97M-V def2-TZVPD RIJCOSX def2/J DEFGRID3
* xyz 0 1
C 2.93 -5.58 0.72
O 3.24 -4.25 0.54
C 4.55 -3.79 0.84
C 4.65 -2.28 0.73
N 4.73 -1.69 -0.65
C 3.62 -2.03 -1.46
C 3.67 -1.48 -2.88
O 2.41 -1.66 -3.44
C 2.47 -1.15 -4.81
H 3.59 -6.36 0.33
H 2.08 -5.77 0.08
H 2.70 -5.79 1.77
H 5.17 -4.25 0.07
H 4.82 -4.12 1.84
H 5.46 -1.93 1.37
H 3.75 -1.98 1.26
H 5.52 -2.20 -1.03
H 2.70 -1.62 -1.04
H 3.45 -3.09 -1.57
H 4.47 -2.05 -3.37
H 4.02 -0.45 -2.95
H 3.20 -1.59 -5.49
H 2.59 -0.07 -4.71
H 1.46 -1.31 -5.19
C -0.09 8.47 -1.91
O -0.40 7.11 -2.31
C -0.10 6.11 -1.41
C -0.08 4.75 -2.14
N -1.51 4.43 -2.30
C -1.58 3.36 -3.23
C -3.03 2.93 -3.48
O -3.73 3.91 -4.33
C -4.27 5.02 -3.77
H -0.77 8.87 -1.16
H -0.30 9.11 -2.76
H 0.97 8.65 -1.74
H -0.84 6.13 -0.61
H 0.85 6.30 -0.92
H 0.49 4.03 -1.55
H 0.42 4.98 -3.08
H -1.93 5.32 -2.53
H -1.14 2.43 -2.88
H -1.12 3.65 -4.18
H -3.62 2.75 -2.58
H -2.98 1.99 -4.02
H -4.92 4.85 -2.91
H -4.79 5.52 -4.58
H -3.48 5.70 -3.45
C -2.51 2.81 4.00
C -1.93 3.33 2.65
O -2.71 2.73 1.63
O -3.68 3.37 4.50
H -1.76 3.05 4.75
H -2.62 1.73 4.08
H -0.86 3.19 2.51
H -2.07 4.41 2.56
H -2.31 2.98 0.79
H -3.34 4.21 4.81
C -0.43 -1.73 1.80
C -1.45 -2.38 0.81
O -2.62 -2.81 1.49
O 0.24 -2.74 2.59
H -1.05 -1.13 2.45
H 0.33 -1.11 1.31
H -1.08 -3.24 0.24
H -1.82 -1.55 0.22
H -2.47 -3.71 1.79
H 0.98 -3.15 2.14
C -1.88 -7.46 4.34
C -1.04 -6.62 5.24
O -1.69 -5.40 5.64
O -2.07 -6.84 3.08
H -2.87 -7.69 4.73
H -1.46 -8.47 4.23
H -0.06 -6.36 4.85
H -0.82 -7.08 6.20
H -1.63 -4.79 4.90
H -2.61 -7.41 2.53
*
```

***

No. 5
A cluster of 4 separate species, C18H48N4O5 in total, computed with ωB97M-V with the def2-TZVPD basis set.

Computed properties:
- HOMO level (alpha / beta): 0.7 / -6.5 eV
- Kohn-Sham gap (alpha / beta): 1.9 / 9.1 eV
- DFT total energy: -1309.587838 a.u.
- LUMO (alpha / beta): 0.0975 / 0.0962 hartree

Structure (ORCA input):
```
! wB97M-V def2-TZVPD RIJCOSX def2/J DEFGRID3
* xyz -1 2
C -7.99 -3.35 0.48
C -6.59 -3.45 1.00
C -6.08 -2.30 1.88
O -6.29 -0.96 1.33
C -6.01 0.02 2.34
N -6.38 -4.74 1.63
H -8.42 -4.31 0.19
H -8.04 -2.69 -0.38
H -8.65 -2.85 1.19
H -5.89 -3.47 0.16
H -5.04 -2.36 2.20
H -6.73 -2.40 2.75
H -6.14 0.96 1.81
H -4.97 0.13 2.64
H -6.55 -0.02 3.29
H -6.96 -5.05 2.40
H -6.29 -5.58 1.08
C -0.33 1.88 -4.19
C 0.44 1.91 -2.90
C 0.66 3.38 -2.42
O 1.68 4.13 -3.25
C 2.18 5.30 -2.59
N -0.31 1.23 -1.83
H -1.35 2.19 -3.98
H -0.54 0.93 -4.67
H 0.10 2.67 -4.82
H 1.41 1.45 -3.08
H 1.25 3.42 -1.50
H -0.30 3.88 -2.28
H 2.70 4.97 -1.69
H 1.33 5.93 -2.33
H 2.93 5.80 -3.21
H -1.09 1.77 -1.51
H 0.29 1.11 -1.02
C 2.20 -1.45 -0.99
C 1.34 -2.49 -0.16
C -0.19 -2.36 -0.37
O -0.96 -3.37 0.35
C -2.36 -3.21 0.06
N 1.73 -3.77 -0.71
H 2.03 -0.40 -0.77
H 2.11 -1.64 -2.06
H 3.24 -1.54 -0.67
H 1.61 -2.55 0.89
H -0.48 -2.38 -1.42
H -0.66 -1.49 0.08
H -2.92 -2.48 0.66
H -2.77 -4.11 0.52
H -2.63 -2.99 -0.97
H 1.54 -3.62 -1.69
H 0.98 -4.41 -0.49
C 2.83 -1.01 4.14
O 3.25 0.39 3.95
C 3.13 0.87 2.59
C 3.65 2.33 2.54
N 5.09 2.30 2.26
C 5.44 1.80 0.87
C 4.61 2.37 -0.23
O 5.18 1.95 -1.49
C 4.81 2.63 -2.68
H 1.78 -1.14 3.86
H 2.84 -1.08 5.23
H 3.44 -1.78 3.66
H 3.67 0.24 1.89
H 2.08 0.65 2.39
H 3.15 2.96 1.81
H 3.43 2.91 3.43
H 5.59 1.76 2.96
H 6.51 2.03 0.82
H 5.46 0.71 0.77
H 3.58 2.00 -0.23
H 4.68 3.45 -0.35
H 5.35 2.41 -3.59
H 4.81 3.72 -2.58
H 3.81 2.28 -2.95
*
```